Computed, not measured: C7H10S as an isolated structure at a distorted geometry, with ωB97M-V with the def2-TZVPD basis set.

Cartesian coordinates (Å):
C (-1.358, 1.079, 1.314)
C (-0.625, 0.314, 0.093)
C (0.442, -0.719, 0.586)
C (1.737, -0.273, -0.008)
C (2.892, -0.833, 0.180)
C (1.559, 1.136, -0.615)
C (0.146, 1.235, -0.861)
H (-2.553, 0.478, 1.633)
H (-1.812, 1.941, 0.625)
H (-0.906, 1.419, 2.340)
H (-3.305, -0.127, -0.596)
H (0.056, -1.758, 0.543)
H (0.727, -0.696, 1.755)
H (2.717, -1.844, 0.891)
H (3.982, -0.615, -0.039)
H (2.432, 1.891, -0.997)
H (-0.267, 2.227, -1.201)
S (-1.864, -0.909, -0.568)

Here are the natural (NBO) charges for atoms 1 to 5, given in e: number 1, C, carries -0.6323; number 2, C, carries -0.1913; number 3, C, carries -0.4676; number 4, C, carries -0.0654; number 5, C, carries -0.3829



Computed, not measured: a 2-piece molecular cluster, C7H10S2Si overall at a distorted geometry, with ωB97M-V with the def2-TZVPD basis set.

Cartesian coordinates (Å):
C (1.358, 1.228, 2.574)
Si (0.630, 1.865, 0.945)
S (0.797, 3.642, 0.051)
C (-0.395, 0.392, 0.206)
C (0.049, -0.963, 0.124)
C (-0.674, -1.928, -0.524)
C (-2.005, -1.534, -0.894)
C (-2.454, -0.272, -0.932)
C (-1.638, 0.731, -0.436)
H (1.688, 1.933, 3.316)
H (0.428, 0.825, 3.113)
H (1.978, 0.314, 2.609)
H (1.013, -1.323, 0.425)
H (-0.181, -2.824, -0.495)
H (-2.709, -2.328, -1.354)
H (-3.452, -0.056, -1.319)
H (-2.019, 1.733, -0.420)
S (2.004, -0.652, -2.437)
H (2.426, 0.356, -1.601)
H (3.158, -1.138, -2.951)

Summary:
- Structure (SMILES): C[Si](=S)c1ccccc1.S

Here are the natural (NBO) charges for atoms 1 to 5, given in e: number 1, C, carries -1.1777; number 2, Si, carries 1.4398; number 3, S, carries -0.6376; number 4, C, carries -0.5306; number 5, C, carries -0.1874



Q: Which E_HOMO values were calculated for the entries above? A: -0.3203, -0.3263, in hartree.
Q: Which relative energy (zero: lowest compared OMol25 entry of this formula, charge and spin) values were calculated for the entries above? A: 524.3, 127.4, in kJ/mol.